Record 1
The following is a quantum chemistry calculation of a 7-piece molecular cluster, C18H54N3O7PS6 overall at a distorted geometry, from the Open Molecules 2025 dataset.

Calculated values
Energy (a.u.): -4139.459072
Relative energy (zero: lowest compared OMol25 entry of this formula, charge and spin) (kJ/mol): 0.0
Strongest force on any atom (eV/Å): 3.4
E_HOMO (eV): -8.3
HOMO-LUMO gap (eV): 8.636

Bonds (Å) are listed after each position.
Geometry (Å):
1 S -5.11 3.39 -1.62  O13 1.526, C19 1.812, C32 1.865
2 S -0.68 -4.56 -1.43  O11 1.511, C21 1.874, C27 1.880
3 S -0.83 -1.36 3.96  O12 1.505, C23 1.790, C30 1.821
4 S -3.66 1.86 3.37  O8 1.501, C26 1.874, C33 1.850
5 S 0.20 3.58 -3.52  O14 1.545, C18 1.864, C34 1.836
6 S -0.07 -0.42 -0.25  O10 1.571, C31 1.779, C35 1.854
7 P 4.66 -0.82 -1.00  O9 1.514, N15 1.719, N16 1.627, N17 1.727
8 O -4.03 2.43 2.03  S4 1.501
9 O 6.09 -0.44 -1.30  P7 1.514
10 O -0.94 -1.11 0.86  S6 1.571
11 O 0.14 -5.68 -2.04  S2 1.511
12 O -1.25 -1.29 5.40  S3 1.505
13 O -3.82 2.83 -2.22  S1 1.526
14 O 0.16 2.67 -2.27  S5 1.545
15 N 4.46 -0.77 0.71  P7 1.719, C24 1.486, C25 1.413
16 N 3.44 0.07 -1.61  P7 1.627, C22 1.506, C28 1.480
17 N 4.32 -2.40 -1.61  P7 1.727, C20 1.436, C29 1.499
18 C -0.80 5.10 -3.09  S5 1.864, H49 1.117, H61 1.087, H78 1.069
19 C -5.82 1.98 -0.73  S1 1.812, H57 1.072, H68 1.108, H71 1.088
20 C 3.13 -3.13 -1.29  N17 1.436, H55 1.113, H60 1.112, H85 1.093
21 C -2.31 -5.22 -0.79  S2 1.874, H53 1.091, H65 1.073, H89 1.142
22 C 3.29 1.46 -1.03  N16 1.506, H63 1.100, H64 1.117, H83 1.089
23 C 0.05 0.17 3.65  S3 1.790, H47 1.077, H56 1.110, H72 1.094
24 C 3.31 -1.33 1.47  N15 1.486, H37 1.106, H70 1.089, H79 1.106
25 C 5.57 -0.41 1.50  N15 1.413, H36 1.081, H42 1.080, H45 1.105
26 C -4.40 0.14 3.45  S4 1.874, H44 1.081, H50 1.090, H88 1.114
27 C 0.10 -4.36 0.27  S2 1.880, H66 1.083, H75 1.104, H86 1.061
28 C 3.35 0.13 -3.09  N16 1.480, H39 1.108, H51 1.083, H54 1.072
29 C 5.30 -3.00 -2.58  N17 1.499, H76 1.118, H82 1.090, H87 1.096
30 C 0.67 -2.40 3.94  S3 1.821, H41 1.067, H58 1.098, H73 1.089
31 C -1.22 -0.04 -1.55  S6 1.779, H69 1.094, H77 1.094, H84 1.110
32 C -4.72 4.53 -0.19  S1 1.865, H46 1.124, H52 1.092, H74 1.069
33 C -4.95 2.61 4.46  S4 1.850, H67 1.104, H80 1.051, H81 1.085
34 C -0.99 2.90 -4.74  S5 1.836, H38 1.063, H40 1.072, H59 1.113
35 C 0.17 1.29 0.44  S6 1.854, H43 1.072, H48 1.091, H62 1.135
36 H 6.46 -0.16 0.94  C25 1.081
37 H 3.60 -2.26 1.99  C24 1.106
38 H -1.85 2.55 -4.22  C34 1.063
39 H 2.38 0.57 -3.39  C28 1.108
40 H -1.25 3.66 -5.45  C34 1.072
41 H 0.48 -3.34 4.42  C30 1.067
42 H 5.36 0.48 2.07  C25 1.080
43 H 0.80 1.20 1.29  C35 1.072
44 H -5.48 0.14 3.38  C26 1.081
45 H 5.80 -1.19 2.25  C25 1.105
46 H -3.86 4.13 0.42  C32 1.124
47 H -0.55 0.79 3.01  C23 1.077
48 H 0.76 1.84 -0.29  C35 1.091
49 H -0.66 5.77 -3.97  C18 1.117
50 H -4.06 -0.27 4.40  C26 1.090
51 H 3.27 -0.90 -3.41  C28 1.083
52 H -5.64 4.60 0.38  C32 1.092
53 H -2.22 -6.19 -0.29  C21 1.091
54 H 4.20 0.64 -3.49  C28 1.072
55 H 3.36 -3.80 -0.43  C20 1.113
56 H 1.00 -0.01 3.09  C23 1.110
57 H -5.31 1.72 0.17  C19 1.072
58 H 1.49 -1.90 4.46  C30 1.098
59 H -0.44 2.02 -5.14  C34 1.113
60 H 2.34 -2.38 -1.05  C20 1.112
61 H -1.81 4.85 -2.79  C18 1.087
62 H -0.88 1.67 0.63  C35 1.135
63 H 4.22 2.03 -1.19  C22 1.100
64 H 2.46 1.93 -1.60  C22 1.117
65 H -2.74 -4.50 -0.12  C21 1.073
66 H -0.40 -3.51 0.71  C27 1.083
67 H -5.89 2.06 4.28  C33 1.104
68 H -5.84 1.12 -1.42  C19 1.108
69 H -2.13 0.46 -1.21  C31 1.094
70 H 2.88 -0.58 2.12  C24 1.089
71 H -6.86 2.25 -0.54  C19 1.088
72 H 0.32 0.62 4.61  C23 1.094
73 H 0.99 -2.63 2.93  C30 1.089
74 H -4.37 5.43 -0.65  C32 1.069
75 H 1.13 -4.03 0.08  C27 1.104
76 H 6.15 -2.28 -2.62  C29 1.118
77 H -1.49 -0.99 -2.03  C31 1.094
78 H -0.25 5.54 -2.28  C18 1.069
79 H 2.46 -1.56 0.81  C24 1.106
80 H -4.96 3.64 4.26  C33 1.051
81 H -4.66 2.36 5.47  C33 1.085
82 H 5.63 -3.94 -2.13  C29 1.090
83 H 3.16 1.33 0.04  C22 1.089
84 H -0.72 0.68 -2.23  C31 1.110
85 H 2.72 -3.81 -2.03  C20 1.093
86 H 0.09 -5.26 0.84  C27 1.061
87 H 4.85 -3.21 -3.56  C29 1.096
88 H -3.89 -0.41 2.63  C26 1.114
89 H -2.95 -5.38 -1.73  C21 1.142

---

Record 2
The following is a quantum chemistry calculation of a 9-piece molecular cluster, C18H54O18 overall at a distorted geometry, from the Open Molecules 2025 dataset.

Calculated values
Energy (a.u.): -2072.218030
Relative energy (zero: lowest compared OMol25 entry of this formula, charge and spin) (kJ/mol): 484.9
Strongest force on any atom (eV/Å): 6.0
E_HOMO (eV): -9.6
SMILES string: OCCO.OCCO.OCCO.OCCO.OCCO.OCCO.OCCO.OCCO.OCCO
HOMO-LUMO gap (eV): 9.701

Bonds (Å) are listed after each position.
Geometry (Å):
1 O 0.15 -4.33 -19.40  C33 1.481, H50 0.960
2 O 8.11 1.39 -14.89  C27 1.489, H62 0.960
3 O 10.74 -2.50 -15.64  C30 1.336, H56 0.960
4 O 1.96 -3.37 -21.90  C26 1.408, H89 0.960
5 O 6.69 3.68 -21.08  C20 1.457, H37 0.960
6 O -0.64 -1.08 -21.06  C32 1.437, H59 0.960
7 O 2.62 -1.14 -19.57  C25 1.527, H73 0.960
8 O 0.60 -7.23 -17.83  C36 1.414, H77 0.960
9 O 3.56 -4.73 -24.15  C31 1.530, H48 0.960
10 O 7.16 0.87 -20.51  C34 1.394, H66 0.960
11 O 3.98 -2.99 -14.86  C22 1.423, H40 0.960
12 O 6.82 -2.88 -14.24  C19 1.424, H88 0.960
13 O 6.18 -7.43 -18.32  C21 1.437, H72 0.960
14 O 7.52 2.06 -17.94  C35 1.447, H44 0.960
15 O 9.54 -0.01 -17.07  C29 1.400, H52 0.960
16 O -1.60 0.97 -18.11  C28 1.386, H80 0.960
17 O 5.55 -5.14 -16.80  C23 1.310, H63 0.960
18 O 4.32 -1.23 -17.45  C24 1.393, H49 0.960
19 C 5.86 -2.88 -13.19  O12 1.424, C22 1.584, H51 1.090, H84 1.090
20 C 7.40 2.70 -21.89  O5 1.457, C34 1.541, H70 1.090, H86 1.090
21 C 6.85 -6.17 -18.46  O13 1.437, C23 1.500, H39 1.090, H74 1.090
22 C 4.53 -2.25 -13.78  O11 1.423, C19 1.584, H47 1.090, H78 1.090
23 C 6.78 -5.37 -17.19  O17 1.310, C21 1.500, H54 1.090, H90 1.090
24 C 4.71 -2.12 -18.45  O18 1.393, C25 1.562, H53 1.090, H87 1.090
25 C 4.13 -1.36 -19.68  O7 1.527, C24 1.562, H43 1.090, H57 1.090
26 C 1.97 -4.76 -22.11  O4 1.408, C31 1.548, H38 1.090, H71 1.090
27 C 7.10 2.32 -15.47  O2 1.489, C35 1.542, H46 1.090, H79 1.090
28 C -0.71 0.31 -18.95  O16 1.386, C32 1.598, H60 1.090, H61 1.090
29 C 9.08 -1.33 -16.95  O15 1.400, C30 1.504, H55 1.090, H65 1.090
30 C 9.46 -2.14 -15.74  O3 1.336, C29 1.504, H81 1.090, H83 1.090
31 C 2.32 -5.35 -23.50  O9 1.530, C26 1.548, H41 1.090, H75 1.090
32 C -1.47 -0.68 -19.95  O6 1.437, C28 1.598, H58 1.090, H67 1.090
33 C 1.31 -5.10 -18.90  O1 1.481, C36 1.545, H42 1.090, H68 1.090
34 C 8.14 1.80 -20.88  O10 1.394, C20 1.541, H69 1.090, H85 1.090
35 C 6.57 1.90 -16.86  O14 1.447, C27 1.542, H64 1.090, H76 1.090
36 C 1.16 -6.63 -18.98  O8 1.414, C33 1.545, H45 1.090, H82 1.090
37 H 6.92 3.60 -20.15  O5 0.960
38 H 0.97 -5.19 -21.98  C26 1.090
39 H 6.52 -5.66 -19.37  C21 1.090
40 H 4.51 -2.75 -15.62  O11 0.960
41 H 1.41 -5.22 -24.07  C31 1.090
42 H 1.51 -4.77 -17.88  C33 1.090
43 H 4.42 -1.81 -20.63  C25 1.090
44 H 8.37 1.72 -17.65  O14 0.960
45 H 0.64 -6.77 -19.93  C36 1.090
46 H 7.31 3.39 -15.49  C27 1.090
47 H 3.73 -2.01 -13.08  C22 1.090
48 H 3.68 -3.89 -23.70  O9 0.960
49 H 3.49 -0.83 -17.73  O18 0.960
50 H 0.57 -3.77 -20.06  O1 0.960
51 H 5.78 -3.92 -12.88  C19 1.090
52 H 9.56 0.43 -16.22  O15 0.960
53 H 5.80 -2.19 -18.47  C24 1.090
54 H 7.09 -6.07 -16.42  C23 1.090
55 H 8.02 -1.16 -16.82  C29 1.090
56 H 11.21 -1.73 -15.98  O3 0.960
57 H 4.61 -0.39 -19.79  C25 1.090
58 H -2.36 -0.16 -20.32  C32 1.090
59 H -0.06 -1.77 -20.75  O6 0.960
60 H -0.06 -0.33 -18.35  C28 1.090
61 H -0.18 1.06 -19.53  C28 1.090
62 H 8.55 1.93 -14.23  O2 0.960
63 H 5.42 -5.69 -16.03  O17 0.960
64 H 5.68 2.51 -17.02  C35 1.090
65 H 8.98 -1.84 -17.91  C29 1.090
66 H 6.94 1.10 -19.60  O10 0.960
67 H -1.74 -1.58 -19.39  C32 1.090
68 H 2.20 -4.81 -19.46  C33 1.090
69 H 8.48 2.35 -20.00  C34 1.090
70 H 6.77 2.19 -22.63  C20 1.090
71 H 2.73 -5.15 -21.44  C26 1.090
72 H 5.48 -7.25 -17.69  O13 0.960
73 H 2.42 -0.78 -20.43  O7 0.960
74 H 7.89 -6.48 -18.51  C21 1.090
75 H 2.44 -6.41 -23.27  C31 1.090
76 H 6.28 0.85 -16.77  C35 1.090
77 H -0.29 -7.58 -17.96  O8 0.960
78 H 4.86 -1.30 -14.17  C22 1.090
79 H 6.21 2.27 -14.83  C27 1.090
80 H -2.10 1.52 -18.72  O16 0.960
81 H 9.16 -1.69 -14.80  C30 1.090
82 H 2.20 -6.89 -19.15  C36 1.090
83 H 8.85 -3.03 -15.78  C30 1.090
84 H 6.26 -2.42 -12.28  C19 1.090
85 H 9.05 1.39 -21.31  C34 1.090
86 H 8.16 3.09 -22.56  C20 1.090
87 H 4.27 -3.08 -18.19  C24 1.090
88 H 7.65 -3.04 -13.78  O12 0.960
89 H 2.77 -3.00 -22.26  O4 0.960
90 H 7.26 -4.39 -17.24  C23 1.090

---

Record 3
The following is a quantum chemistry calculation of a 9-piece molecular cluster, C18H54O9 overall at a distorted geometry, from the Open Molecules 2025 dataset.

Calculated values
Energy (a.u.): -1394.886720
Relative energy (zero: lowest compared OMol25 entry of this formula, charge and spin) (kJ/mol): 1260.5
Strongest force on any atom (eV/Å): 11.3
E_HOMO (eV): -9.9
SMILES string: CCO.CCO.CCO.CCO.CCO.CCO.CCO.CCO.CCO
HOMO-LUMO gap (eV): 10.334

Bonds (Å) are listed after each position.
Geometry (Å):
1 O -1.02 4.16 1.96  C11 1.373, H73 1.007
2 O 1.72 3.07 -4.19  C12 1.481, H37 0.927
3 O 0.95 1.45 0.00  C14 1.333, H62 0.900
4 O 1.13 4.33 -0.05  C24 1.451, H57 1.007
5 O -3.72 -3.12 -0.73  C27 1.395, H47 0.855
6 O -3.20 0.02 4.53  C20 1.360, H31 1.020
7 O -2.57 -5.49 -1.17  C18 1.399, H36 1.010
8 O 1.47 -4.64 1.18  C13 1.388, H59 1.069
9 O 6.77 0.30 0.42  C10 1.441, H55 0.982
10 C 5.36 0.50 0.20  O9 1.441, C15 1.597, H28 1.198, H32 1.025
11 C -1.29 2.82 2.02  O1 1.373, C19 1.606, H46 0.973, H75 1.135
12 C 0.54 3.48 -3.40  O2 1.481, C22 1.567, H43 1.189, H71 1.219
13 C 1.05 -3.34 0.95  O8 1.388, C26 1.497, H52 1.091, H54 1.122
14 C 0.13 1.33 -1.05  O3 1.333, C17 1.519, H76 1.027, H77 1.109
15 C 4.73 -0.87 -0.32  C10 1.597, H35 1.025, H60 1.091, H78 1.071
16 C -4.75 -0.94 -0.76  C27 1.526, H29 1.220, H40 1.111, H44 1.078
17 C -0.21 -0.15 -1.06  C14 1.519, H34 1.210, H65 1.072, H74 1.139
18 C -1.31 -5.18 -1.69  O7 1.399, C21 1.551, H64 1.192, H68 1.139
19 C -2.61 2.53 1.15  C11 1.606, H30 1.090, H45 1.065, H56 1.224
20 C -2.35 -1.02 4.34  O6 1.360, C25 1.592, H42 1.079, H51 1.003
21 C -1.24 -3.74 -2.26  C18 1.551, H67 1.087, H69 1.078, H81 1.007
22 C -0.60 2.54 -3.93  C12 1.567, H50 1.016, H61 1.023, H66 1.102
23 C 3.45 3.79 0.22  C24 1.468, H38 1.179, H39 1.069, H80 1.050
24 C 2.34 4.64 0.68  O4 1.451, C23 1.468, H53 1.005, H58 1.143
25 C -1.12 -0.48 3.48  C20 1.592, H41 1.135, H48 1.167, H79 1.122
26 C 2.02 -2.57 1.79  C13 1.497, H33 1.285, H49 0.946, H63 0.951
27 C -4.51 -2.26 -1.49  O5 1.395, C16 1.526, H70 1.136, H72 1.031
28 H 5.26 1.28 -0.70  C10 1.198
29 H -3.81 -0.38 -0.23  C16 1.220
30 H -2.34 2.28 0.13  C19 1.090
31 H -4.01 -0.33 5.02  O6 1.020
32 H 4.88 0.70 1.08  C10 1.025
33 H 2.03 -1.35 1.39  C26 1.285
34 H 0.78 -0.78 -0.76  C17 1.210
35 H 4.88 -1.42 -1.17  C15 1.025
36 H -2.64 -6.49 -1.01  O7 1.010
37 H 2.50 3.49 -3.92  O2 0.927
38 H 3.18 2.68 0.54  C23 1.179
39 H 4.31 4.17 0.72  C23 1.069
40 H -5.34 -1.37 0.08  C16 1.111
41 H -0.49 0.26 4.07  C25 1.135
42 H -2.93 -1.79 3.85  C20 1.079
43 H 0.39 3.28 -2.24  C12 1.189
44 H -5.35 -0.35 -1.42  C16 1.078
45 H -3.32 3.29 1.38  C19 1.065
46 H -0.59 2.17 1.85  C11 0.973
47 H -3.33 -3.58 -1.33  O5 0.855
48 H -1.32 -0.21 2.36  C25 1.167
49 H 2.00 -2.56 2.73  C26 0.946
50 H -1.36 2.97 -3.43  C22 1.016
51 H -2.00 -1.44 5.17  C20 1.003
52 H 0.02 -3.21 1.30  C13 1.091
53 H 2.75 5.55 0.54  C24 1.005
54 H 1.08 -3.26 -0.17  C13 1.122
55 H 6.97 -0.52 0.93  O9 0.982
56 H -3.14 1.55 1.66  C19 1.224
57 H 0.29 4.24 0.50  O4 1.007
58 H 2.03 4.27 1.72  C24 1.143
59 H 0.69 -5.23 0.75  O8 1.069
60 H 3.64 -0.86 -0.27  C15 1.091
61 H -0.26 1.58 -3.81  C22 1.023
62 H 1.28 2.29 0.00  O3 0.900
63 H 2.96 -2.75 1.72  C26 0.951
64 H -0.53 -5.45 -0.83  C18 1.192
65 H -1.02 -0.32 -0.38  C17 1.072
66 H -0.56 2.66 -5.03  C22 1.102
67 H -0.33 -3.76 -2.85  C21 1.087
68 H -1.24 -5.99 -2.49  C18 1.139
69 H -1.36 -3.04 -1.45  C21 1.078
70 H -5.42 -2.86 -1.82  C27 1.136
71 H 0.26 4.62 -3.70  C12 1.219
72 H -3.88 -2.07 -2.28  C27 1.031
73 H -0.23 4.34 2.56  O1 1.007
74 H -0.54 -0.54 -2.08  C17 1.139
75 H -1.56 2.58 3.10  C11 1.135
76 H 0.53 1.76 -1.89  C14 1.027
77 H -0.89 1.74 -0.92  C14 1.109
78 H 4.90 -1.68 0.37  C15 1.071
79 H -0.32 -1.26 3.48  C25 1.122
80 H 3.44 3.67 -0.82  C23 1.050
81 H -2.11 -3.69 -2.78  C21 1.007